Entry 1:
Here is a structure of composition C48H40GeIN11O2ReS2 at a distorted geometry from the OMol25 dataset. Energies are from ωB97M-V/def2-TZVPD.

Properties
* LUMO (spin up / spin down): -0.04 / -0.10 eV
* 2S+1: 2
* energy above the lowest of the compared OMol25 structures with the same formula, charge and spin: 0.000 eV

Element x y z (Å)
Re1 0.48 0.10 0.46
C1 0.98 -4.82 2.14
N1 1.95 -4.02 1.42
C2 3.31 -4.25 1.37
C3 3.86 -3.26 0.65
N2 2.82 -2.41 0.24
C4 1.63 -2.88 0.78
S1 0.08 -2.27 0.74
C5 3.05 -1.34 -0.67
C6 4.18 -1.43 -1.47
C7 4.45 -0.45 -2.40
C8 3.56 0.59 -2.54
C9 2.46 0.62 -1.71
N3 2.19 -0.31 -0.77
H1 1.50 -5.65 2.62
H2 0.23 -5.20 1.45
H3 0.48 -4.21 2.89
H4 3.78 -5.08 1.86
H5 4.89 -3.07 0.44
H6 4.82 -2.29 -1.40
H7 5.33 -0.52 -3.03
H8 3.69 1.38 -3.27
H9 1.71 1.40 -1.81
N4 -1.05 0.57 4.48
C10 -2.40 0.91 4.46
C11 -3.00 1.56 5.54
C12 -4.36 1.82 5.53
C13 -5.14 1.44 4.45
C14 -4.55 0.80 3.37
C15 -3.19 0.54 3.37
S2 -2.41 -0.35 2.06
N5 -0.84 0.34 2.13
C16 -0.27 0.46 3.33
C17 1.13 0.44 3.44
C18 1.86 0.70 4.64
C19 3.22 0.66 4.64
C20 3.90 0.37 3.44
C21 3.15 0.12 2.31
N6 1.81 0.13 2.27
H10 -0.57 0.77 5.33
H11 -2.39 1.84 6.39
H12 -4.81 2.33 6.38
H13 -6.21 1.63 4.45
H14 -5.16 0.47 2.53
H15 1.34 0.94 5.56
H16 3.77 0.86 5.55
H17 4.98 0.34 3.39
H18 3.65 -0.07 1.37
N7 3.26 4.62 0.85
N8 2.12 3.84 0.75
N9 0.92 4.35 0.74
C22 0.18 3.26 0.57
N10 0.93 2.15 0.50
N11 2.20 2.55 0.61
H19 2.98 5.49 1.30
H20 3.92 4.11 1.43
H21 -0.90 3.27 0.51
C23 -0.63 0.31 -1.13
Ge1 -1.37 -1.08 -2.35
C24 -3.17 -1.76 -2.00
C25 -3.70 -2.72 -2.86
C26 -5.02 -3.13 -2.76
C27 -5.85 -2.57 -1.80
C28 -5.34 -1.62 -0.93
C29 -4.01 -1.22 -1.02
C30 -0.16 -2.62 -2.53
C31 -0.57 -3.91 -2.18
C32 0.30 -4.99 -2.29
C33 1.60 -4.79 -2.74
C34 2.02 -3.52 -3.08
C35 1.14 -2.44 -2.98
C36 -1.59 -0.27 -4.14
C37 -2.83 0.29 -4.47
C38 -3.03 0.94 -5.67
C39 -2.00 1.05 -6.59
C40 -0.77 0.48 -6.30
C41 -0.57 -0.17 -5.09
H22 -3.07 -3.14 -3.65
H23 -5.41 -3.88 -3.44
H24 -6.88 -2.88 -1.73
H25 -5.98 -1.17 -0.18
H26 -3.62 -0.49 -0.32
H27 -1.57 -4.07 -1.80
H28 -0.04 -5.98 -2.02
H29 2.28 -5.63 -2.82
H30 3.03 -3.35 -3.43
H31 1.50 -1.45 -3.23
H32 -3.65 0.20 -3.77
H33 -4.00 1.37 -5.90
H34 -2.15 1.56 -7.53
H35 0.04 0.54 -7.02
H36 0.41 -0.60 -4.89
I1 -7.26 3.29 -0.42
C42 -5.32 2.93 -1.12
C43 -4.38 2.40 -0.26
C44 -3.10 2.13 -0.72
C45 -2.76 2.44 -2.03
C46 -3.71 2.99 -2.88
C47 -5.00 3.22 -2.44
C48 -1.35 2.35 -2.52
O1 -0.95 3.07 -3.41
O2 -0.49 1.56 -1.88
H37 -4.63 2.19 0.77
H38 -2.37 1.67 -0.06
H39 -3.42 3.24 -3.89
H40 -5.74 3.63 -3.11

Löwdin atomic charge list, values in e, 99 entries: 0.95, -0.03, -0.12, -0.03, -0.04, 0.03, -0.62, 0.76, -0.26, -0.02, -0.05, -0.04, -0.11, -0.01, 0.09, 0.09, 0.09, 0.13, 0.11, 0.10, 0.11, 0.12, 0.10, 0.11, -0.26, -0.03, -0.10, -0.10, -0.11, -0.45, 0.96, -0.45, -0.38, -0.22, -0.04, -0.10, -0.09, -0.18, -0.05, 0.11, 0.11, 0.10, 0.10, 0.10, 0.09, 0.10, 0.09, 0.09, 0.13, -0.29, 0.14, -0.14, -0.13, 0.11, 0.10, 0.09, 0.11, -0.42, 1.00, -0.28, -0.12, -0.09, -0.09, -0.08, -0.11, -0.28, -0.13, -0.09, -0.09, -0.10, -0.12, -0.25, -0.12, -0.09, -0.09, -0.09, -0.09, 0.11, 0.10, 0.10, 0.10, 0.03, 0.09, 0.10, 0.10, 0.10, 0.08, 0.10, 0.10, 0.10, 0.10, 0.08, 0.85, -0.72, -0.14, -0.04, -0.13, -0.02, -0.13


Entry 2:
Here is a structure of composition C10H15F6GaN2O5S4 from the OMol25 dataset. Energies are from ωB97M-V/def2-TZVPD.

Properties
* LUMO: 0.06 eV
* energy above the lowest of the compared OMol25 structures with the same formula, charge and spin: 0.024 eV

Element x y z (Å)
Ga1 -0.24 0.15 0.22
C1 0.67 3.99 2.01
C2 0.52 2.79 1.11
S1 0.23 1.29 2.04
C3 0.55 2.88 -0.23
C4 0.72 4.19 -0.96
S2 0.34 1.54 -1.39
H1 0.84 3.68 3.04
H2 -0.24 4.61 2.00
H3 1.51 4.62 1.71
H4 0.93 5.02 -0.28
H5 -0.19 4.43 -1.51
H6 1.54 4.13 -1.68
F1 -4.53 -3.48 0.30
C5 -3.38 -3.01 -0.15
F2 -2.43 -3.93 0.03
F3 -3.48 -2.76 -1.45
S3 -2.91 -1.48 0.77
O1 -1.60 -1.20 0.12
O2 -2.83 -1.85 2.14
N1 -4.04 -0.51 0.39
S4 -3.83 0.99 -0.10
O3 -2.51 1.47 0.19
O4 -4.97 1.78 0.22
C6 -3.86 0.80 -1.94
F4 -2.85 0.03 -2.33
F5 -3.74 2.00 -2.51
F6 -5.00 0.24 -2.33
C7 2.00 -3.79 0.00
N2 2.85 -2.60 0.02
C8 4.30 -2.77 -0.07
C9 2.27 -1.41 0.10
C10 3.10 -0.17 0.18
O5 1.01 -1.39 0.11
H7 2.62 -4.67 0.11
H8 1.44 -3.85 -0.94
H9 1.28 -3.75 0.82
H10 4.51 -3.73 -0.53
H11 4.77 -2.74 0.92
H12 4.74 -2.00 -0.70
H13 4.05 -0.35 0.67
H14 2.55 0.59 0.72
H15 3.28 0.20 -0.83

Per-atom natural (NBO) charges, elementary charge units: 1.43, -0.65, -0.16, -0.27, -0.17, -0.64, -0.28, 0.22, 0.23, 0.22, 0.22, 0.23, 0.22, -0.29, 0.74, -0.31, -0.30, 2.28, -1.03, -0.87, -1.22, 2.27, -0.94, -0.88, 0.72, -0.31, -0.30, -0.30, -0.41, -0.37, -0.41, 0.74, -0.73, -0.74, 0.21, 0.22, 0.23, 0.22, 0.21, 0.22, 0.23, 0.28, 0.26


Values for molar mass, g mol⁻¹, ordered as above
1252.778 555.218